No. 1
Below is a structure of composition C40H31F9N4O2PPtS, with properties calculated with the ωB97M-V functional and the def2-TZVPD basis.

Properties
orbital gap = 6.64 eV
energy relative to the best compared isomer or geometry (same formula, charge and spin) = 2.990 eV
HOMO = -10.617 eV
lowest unoccupied orbital energy = -3.980 eV
total charge = +1

```
89
Properties=species:S:1:pos:R:3:forces:R:3
Pt -0.182 2.292 -0.546 0.13 -0.55 0.54
S -1.685 5.180 -3.762 0.02 0.07 -0.10
P -2.539 -0.229 -1.666 -0.15 -0.06 0.07
F -6.503 -5.089 -4.118 0.00 0.00 0.00
F -5.280 -6.232 -2.748 0.00 0.00 0.00
F -4.148 -2.181 4.594 -0.07 -0.03 -0.03
F -2.007 -2.077 4.820 0.05 0.12 -0.14
F 3.955 -1.762 -2.861 -0.04 0.04 -0.03
F -4.592 -5.875 -4.766 0.00 0.00 0.00
F 3.055 -1.932 -4.824 -0.02 -0.02 0.02
F -3.210 -0.299 5.088 0.04 0.08 -0.06
F 3.740 -0.013 -4.119 -0.03 0.06 0.04
O 2.771 1.080 3.505 -0.03 0.08 0.06
O 0.658 1.511 1.183 -0.40 0.31 0.23
N 0.413 -0.283 3.862 -0.22 0.31 0.08
N 3.269 2.764 -2.639 -0.01 -0.06 -0.02
N 1.644 2.283 -1.279 -0.11 0.23 -0.40
N -1.230 3.135 -1.950 0.08 0.07 -0.16
C 1.493 -0.840 3.129 0.16 0.21 -0.12
C -1.407 4.025 -2.714 0.01 -0.20 0.08
C -2.755 -2.172 1.995 -0.02 -0.01 -0.03
C -0.065 0.925 4.051 0.15 -0.21 -0.17
C 3.652 -2.151 2.013 -0.03 -0.08 -0.08
C 3.788 -0.834 2.422 0.03 0.08 0.00
C -0.776 -0.482 -2.110 -0.28 0.07 -0.25
C -2.612 -1.935 0.639 0.00 0.02 -0.01
C 0.777 3.813 1.768 0.06 0.00 0.08
C 4.016 1.772 3.467 -0.03 -0.01 0.00
C -0.160 3.270 4.313 -0.01 -0.06 -0.03
C 1.953 2.847 -2.439 0.00 0.04 0.03
C 1.772 -0.892 -3.145 0.21 -0.08 0.15
C -4.654 -1.828 -2.394 0.01 -0.01 -0.01
C 0.546 4.824 2.667 0.05 0.15 -0.11
C 1.492 -1.220 -1.832 -0.22 0.02 0.00
C -3.098 -1.406 4.337 0.03 -0.03 -0.06
C 0.549 2.457 2.096 0.10 -0.21 0.20
C -5.303 -2.964 -2.849 0.01 0.01 0.01
C -0.461 -0.109 -3.424 -0.24 0.03 0.00
C 2.447 -2.821 2.164 0.02 -0.03 -0.15
C 0.054 4.568 3.948 -0.06 0.06 0.17
C 3.127 -1.161 -3.731 0.12 0.01 0.01
C -2.526 -2.880 -2.763 -0.01 0.02 -0.02
C 1.370 -2.156 2.720 -0.06 -0.07 -0.02
C 0.133 2.188 3.442 0.13 -0.04 -0.27
C 0.214 -1.028 -1.316 0.24 -0.01 0.06
C -5.239 -5.313 -3.732 0.01 0.01 0.01
C -2.655 -0.633 0.133 0.30 0.05 0.03
C -2.848 0.424 1.020 0.01 -0.06 0.08
C -2.945 -1.104 2.867 0.09 0.06 0.13
C -2.990 0.197 2.388 0.04 -0.06 -0.07
C -4.556 -4.055 -3.267 0.00 -0.01 0.00
C -3.170 -4.013 -3.231 0.00 -0.01 0.01
C 3.990 3.268 -3.802 0.00 0.01 -0.01
C 3.821 2.108 -1.566 0.03 -0.03 -0.03
C 0.795 -0.326 -3.948 -0.10 0.07 -0.17
C -3.262 -1.778 -2.332 -0.05 0.03 -0.12
C 2.715 -0.168 3.006 -0.02 0.03 -0.11
C 2.804 1.809 -0.718 0.01 -0.03 -0.01
H -2.938 1.437 0.634 -0.01 0.00 0.02
H 4.336 1.941 2.436 0.01 -0.01 0.00
H 4.785 1.223 4.012 0.00 0.00 0.00
H 4.743 -0.339 2.322 -0.01 0.00 0.00
H 0.734 5.845 2.361 0.00 0.01 0.00
H -6.383 -2.996 -2.894 0.00 0.00 0.00
H -1.444 -2.858 -2.741 0.00 0.00 0.00
H 1.253 3.320 -3.107 0.02 0.00 -0.03
H 3.272 3.681 -4.506 0.00 0.00 0.00
H -5.238 -0.967 -2.088 0.00 0.00 0.00
H 0.008 -1.300 -0.291 -0.02 -0.04 0.11
H 4.504 -2.660 1.581 -0.01 0.01 0.01
H -0.532 3.044 5.305 0.00 0.00 -0.01
H 4.681 4.050 -3.497 0.00 0.00 0.00
H 0.421 -2.662 2.857 -0.03 -0.01 0.00
H -0.154 5.377 4.632 0.00 0.00 0.01
H 3.836 2.727 3.950 0.00 0.00 0.00
H -2.489 -2.770 -0.040 0.00 0.00 0.04
H -2.595 -4.864 -3.573 0.00 0.00 0.00
H -0.747 0.946 4.891 -0.14 -0.03 0.09
H -1.227 0.338 -4.047 0.00 0.02 0.01
H 1.011 -0.073 -4.979 0.00 0.01 0.01
H 1.129 4.052 0.772 0.05 0.01 0.07
H -3.160 1.024 3.063 -0.01 0.01 0.00
H 4.532 2.454 -4.276 0.00 -0.01 0.00
H 4.875 1.896 -1.512 0.00 0.00 0.00
H 2.259 -1.645 -1.217 0.28 -0.18 0.26
H -2.742 -3.185 2.377 0.01 0.01 -0.01
H 2.796 1.286 0.218 0.01 -0.05 0.09
H 2.348 -3.852 1.855 0.00 0.01 0.00
H -0.033 -0.972 4.453 -0.08 -0.12 0.04
```
Positions in Å, forces in eV/Å.

---

No. 2
Below is the molecule C4H10N2, with properties calculated with the ωB97M-V functional and the def2-TZVPD basis.

Properties
orbital gap = 8.28 eV
SMILES = CC/C(N)=C/N
energy relative to the best compared isomer or geometry (same formula, charge and spin) = 1.119 eV
HOMO = -7.169 eV
lowest unoccupied orbital energy = 1.114 eV

```
16
Properties=species:S:1:pos:R:3:forces:R:3
N 0.910 -1.050 2.049 -0.19 -0.61 0.77
N -0.639 1.256 1.290 0.14 0.04 -0.39
C 0.329 -0.863 0.785 -0.41 0.46 -0.95
C -0.332 0.221 0.367 0.58 0.38 0.83
C -0.461 0.688 -1.071 0.13 -1.25 1.17
C 0.324 -0.126 -2.090 0.09 0.77 -2.21
H -0.308 -0.591 -2.854 -0.32 -0.20 0.44
H 1.050 -0.883 -1.824 -0.02 0.09 0.75
H 1.098 -2.022 2.248 0.17 -0.12 -0.28
H 0.870 0.578 -2.744 0.12 -0.14 0.41
H 0.365 -0.757 2.849 -0.17 0.42 -0.13
H -0.099 1.711 -0.992 -0.08 0.14 -0.44
H -1.460 1.783 1.034 -0.06 0.03 0.12
H -1.512 0.677 -1.335 -0.30 0.34 -0.23
H -0.657 0.980 2.255 -0.17 -0.01 0.11
H 0.521 -1.601 0.032 0.49 -0.33 0.03
```
Positions in Å, forces in eV/Å.

---

No. 3
Below is a structure of composition C12H15N3O2, with properties calculated with the ωB97M-V functional and the def2-TZVPD basis.

Properties
orbital gap = 6.42 eV
energy relative to the best compared isomer or geometry (same formula, charge and spin) = 17.044 eV
HOMO = -7.850 eV
lowest unoccupied orbital energy = -1.429 eV

```
32
Properties=species:S:1:pos:R:3:forces:R:3
O -6.099 1.568 0.089 0.66 -4.29 0.28
O -6.581 -0.633 0.386 2.48 2.76 -0.73
N -5.733 0.309 0.148 -7.35 1.82 1.14
N 0.484 0.062 -0.664 2.01 8.86 -0.69
N 1.768 0.230 -0.698 -3.11 -8.04 -1.76
C -2.735 -1.587 -0.040 1.23 4.06 0.11
C 2.489 1.355 -0.774 -8.92 2.84 14.24
C -4.434 0.027 -0.017 2.47 -2.98 -1.52
C -3.656 1.147 -0.259 4.38 -5.17 0.00
C 3.294 1.272 0.735 -3.06 5.94 -3.38
C -2.281 0.890 -0.423 -0.53 -0.96 2.68
C -4.000 -1.432 -0.107 -4.83 7.25 1.29
C -1.860 -0.574 -0.101 1.66 9.44 -3.95
C 3.413 -0.960 0.637 -6.71 -8.45 3.21
C 2.512 -1.058 -0.724 1.24 3.43 5.23
C 4.111 0.149 0.912 -1.25 0.93 -12.33
C -0.471 -0.630 -0.506 0.52 -10.15 2.73
H -0.045 -1.818 -0.302 -1.48 1.35 -0.51
H -2.304 -2.405 -0.115 3.59 -8.12 -0.25
H 3.270 -0.925 -1.405 1.22 -0.92 -2.68
H 3.128 1.376 -1.369 9.68 0.76 -10.12
H 1.814 -1.844 -0.584 -0.05 -1.01 -0.80
H 4.649 0.389 1.557 8.20 1.68 11.50
H 3.867 2.160 0.718 1.26 1.14 -0.15
H -1.614 1.872 -0.418 -0.90 -2.89 -0.37
H -3.954 2.082 -0.197 -1.92 4.03 0.00
H 2.523 -1.064 1.692 2.01 0.32 -3.08
H 4.999 0.234 0.043 -1.82 -0.07 1.22
H -4.766 -2.082 0.054 -1.74 -2.08 -0.06
H 2.573 1.628 1.470 -0.50 -1.26 0.40
H 3.914 -1.905 0.872 0.21 -0.01 -0.69
H 1.724 2.167 -0.607 1.35 -0.22 -0.97
```
Positions in Å, forces in eV/Å.

---

No. 4
Below is a cluster of 3 separate species, C19H40BN3O4 in total, with properties calculated with the ωB97M-V functional and the def2-TZVPD basis.

Properties
orbital gap = 9.84 eV
SMILES = N#C[C@@H](B(O)O)[C@@](C#N)(CCN)COO.CCCCCC.CCCCCC
HOMO = -9.561 eV
lowest unoccupied orbital energy = 0.282 eV

```
67
Properties=species:S:1:pos:R:3:forces:R:3
O 2.260 2.454 2.321 -0.50 0.11 1.12
O 2.837 2.163 1.086 0.88 -0.43 -1.11
O 6.243 -1.007 1.581 -0.62 0.57 0.90
O 5.055 -2.498 2.977 -0.59 0.85 -0.47
N 3.669 0.009 5.215 -0.42 0.17 3.36
N 2.814 -2.519 0.391 0.20 -3.34 -1.98
N -0.871 -1.303 2.849 0.72 0.13 -0.53
C 2.712 -0.256 1.763 -0.08 -1.17 0.19
C 3.786 0.041 4.098 0.69 -0.50 -4.92
C 2.884 -1.568 0.981 -0.87 4.60 2.55
C 0.198 4.412 0.617 -0.10 0.14 -0.08
C -2.841 3.524 -3.004 0.05 0.15 -0.03
C -4.551 -2.797 -2.018 0.02 0.04 -0.17
C 2.496 0.851 0.678 0.22 -0.59 -0.44
C -1.349 3.511 -2.692 -0.05 -0.14 -0.06
C -1.599 2.812 -0.220 -0.11 0.03 -0.04
C 1.469 -0.466 2.697 -0.95 -0.35 -0.38
C -1.698 -2.867 -0.730 -0.02 0.07 0.06
C -2.437 -4.055 -1.349 0.07 -0.04 -0.08
C 0.163 -0.781 1.914 -0.52 -0.03 0.09
C 4.040 -0.067 2.601 0.24 0.98 1.00
C 0.246 -2.806 -2.381 -0.02 0.08 -0.09
C -0.883 -2.027 -1.714 0.07 -0.08 0.05
C -0.974 2.523 -1.587 0.11 0.01 0.05
C -1.288 4.193 0.358 0.08 -0.07 0.06
C -3.408 -3.698 -2.474 -0.09 -0.06 0.13
B 5.131 -1.229 2.372 1.07 -1.24 -0.10
H 0.367 5.400 1.052 0.05 -0.04 0.01
H -1.271 1.515 -1.897 -0.01 0.02 -0.02
H 4.550 0.887 2.335 -0.46 -0.54 -0.12
H 4.604 -3.124 2.388 0.13 -0.01 0.31
H -1.535 -1.596 -2.479 -0.02 0.01 0.04
H -1.017 4.520 -2.433 0.02 -0.04 0.03
H 3.183 0.610 -0.164 -0.28 0.53 0.49
H 0.937 -3.205 -1.635 -0.01 -0.01 -0.02
H 6.925 -1.656 1.815 -0.29 -0.04 -0.40
H -1.667 4.979 -0.302 -0.04 -0.05 -0.01
H -3.052 4.222 -3.817 -0.06 -0.05 0.02
H 0.585 3.667 1.310 0.01 0.04 -0.03
H -1.710 -4.779 -1.728 0.01 0.03 0.03
H -3.834 -4.625 -2.869 0.06 0.02 -0.03
H -0.133 -3.638 -2.977 0.01 0.02 0.03
H -0.807 3.233 -3.601 0.03 0.04 0.04
H -0.243 0.119 1.394 0.56 -0.34 0.28
H 0.810 -2.154 -3.052 0.04 -0.06 0.02
H -3.432 3.838 -2.141 -0.01 -0.03 -0.02
H 1.264 0.432 3.313 0.46 -0.42 -0.43
H -1.827 4.303 1.304 -0.03 0.01 -0.05
H -5.230 -2.596 -2.850 -0.03 0.02 0.07
H -2.416 -2.215 -0.221 -0.02 -0.02 0.00
H -1.770 -1.135 2.409 -0.03 -0.04 0.54
H 3.033 2.551 2.904 -0.18 0.01 -0.16
H 0.116 2.498 -1.493 -0.01 0.01 0.02
H -1.031 -3.245 0.053 -0.01 0.01 -0.02
H 0.288 -1.565 1.138 0.29 0.46 0.39
H -3.183 2.533 -3.313 -0.02 0.01 0.04
H -4.186 -1.835 -1.653 -0.03 -0.02 0.02
H 1.470 0.809 0.249 0.46 -0.01 0.56
H -2.987 -4.572 -0.555 -0.01 0.01 -0.02
H -0.803 -0.845 3.754 -0.33 0.09 -0.25
H 0.781 4.358 -0.305 0.01 -0.01 0.04
H -1.253 2.048 0.486 0.00 0.03 0.02
H -5.126 -3.273 -1.221 0.02 0.04 0.02
H -0.448 -1.182 -1.170 -0.05 0.03 -0.03
H -2.877 -3.227 -3.306 0.02 -0.02 0.03
H 1.618 -1.318 3.395 0.23 0.47 -0.49
H -2.684 2.692 -0.281 0.02 -0.03 -0.02
```
Positions in Å, forces in eV/Å.

---

What is the orbital gap in the fourth record?
9.84 eV

---

Among the records above, which one has the lowest HOMO?
C40H31F9N4O2PPtS